a.
Here is C23H28N2O4 in the gas phase from the Open Molecules 2025 dataset. Energies are from the ωB97M-V functional and the def2-TZVPD basis.

Last column: Mulliken charge in e.
CARTESIAN COORDINATES (ANGSTROEM)
O (-5.61391, -1.55499, 0.48549)  -0.553
O (-3.56387, -2.87932, -0.67851)  -0.458
O (-0.82623, 1.05716, -2.74428)  -0.672
O (-5.45385, 1.36524, 0.60069)  -0.428
N (1.71491, 1.77500, 0.54786)  0.133
N (-0.53535, 2.20718, -0.82852)  0.125
C (-4.49726, 0.55039, 0.08436)  0.108
C (-3.44721, -1.52248, -0.59946)  0.739
C (1.54155, 0.33296, 0.54299)  -0.140
C (-2.32621, 0.57112, -0.98050)  -0.188
C (2.83687, -0.39350, 0.33326)  -0.919
C (0.60476, 2.91807, -1.36852)  -1.037
C (-2.36140, -0.81489, -1.08710)  -0.667
C (0.68790, 2.49574, 1.26129)  -1.155
C (6.48644, 0.19519, 0.61320)  -0.473
C (5.32448, -0.49083, 0.25369)  0.875
C (-6.68601, 0.86122, 1.06936)  -0.740
C (7.73142, -0.38566, 0.46942)  -0.506
C (-4.52186, -0.84724, 0.01732)  1.041
C (-3.39163, 1.24320, -0.41757)  -0.267
C (1.91191, 2.34732, -0.77816)  -0.883
C (5.45743, -1.77831, -0.26884)  -0.411
C (-0.70582, 2.36266, 0.59968)  -0.650
C (4.03864, 0.16737, 0.43384)  -0.154
C (-2.58337, -3.59681, -1.38912)  -0.938
C (-1.16863, 1.28961, -1.59722)  0.063
C (-5.35998, -2.47228, 1.53098)  -0.754
C (6.70294, -2.35727, -0.41528)  -0.620
C (7.84529, -1.66637, -0.04517)  -0.433
H (6.40383, 1.19541, 1.01488)  0.353
H (0.58694, 2.80264, -2.45242)  0.425
H (2.72193, -1.44464, 0.10732)  0.347
H (8.61756, 0.16177, 0.75692)  0.374
H (4.58002, -2.32828, -0.57303)  0.249
H (0.64260, 2.13339, 2.29045)  0.450
H (6.78579, -3.35446, -0.82345)  0.371
H (2.65372, 3.15062, -0.70313)  0.348
H (-4.71423, -3.29005, 1.20682)  0.264
H (-1.53925, -1.31293, -1.57364)  0.511
H (0.49495, 3.97788, -1.11757)  0.392
H (-3.41293, 2.31943, -0.36315)  0.568
H (-2.49765, -3.24395, -2.42061)  0.366
H (1.13721, 0.03658, 1.51845)  0.487
H (-1.23181, 1.49089, 0.99227)  0.543
H (-2.92187, -4.63199, -1.38778)  0.250
H (-1.60601, -3.53558, -0.89936)  0.354
H (0.82283, -0.00879, -0.22041)  0.072
H (0.99243, 3.54550, 1.28800)  0.401
H (-4.90363, -1.97021, 2.39245)  0.309
H (-6.33395, -2.86747, 1.81522)  0.272
H (8.81753, -2.12216, -0.16106)  0.368
H (2.31685, 1.57262, -1.42922)  0.473
H (4.08685, 1.21662, 0.69262)  0.250
H (-7.18410, 0.24835, 0.31694)  0.302
H (-6.56297, 0.27961, 1.98645)  0.255
H (-1.30687, 3.25476, 0.81742)  0.326
H (-7.28767, 1.74498, 1.28342)  0.282

Summary:
Gap between HOMO and LUMO ... 8.9 eV
Multiplicity ... 1
Molecular weight ... 396.5 g mol⁻¹
LUMO ... 0.629 eV
SMILES string ... COc1cc(C(=O)N2CCN(C/C=C/c3ccccc3)CC2)cc(OC)c1OC

=====

b.
Here is C23H28N2O4 in the gas phase from the Open Molecules 2025 dataset. Energies are from the ωB97M-V functional and the def2-TZVPD basis.

Last column: Mulliken charge in e.
CARTESIAN COORDINATES (ANGSTROEM)
O (-0.60676, 2.81008, 2.16093)  -0.675
O (2.33114, 0.27947, 1.02288)  -0.632
O (1.48244, -1.04186, -0.57358)  -0.258
O (1.58361, 3.00856, -2.75009)  -0.439
N (-0.70188, 3.01644, -2.87485)  -0.594
N (-1.05653, 0.68003, 1.56184)  0.199
C (0.66359, -3.76591, 2.63077)  -0.135
C (-0.83551, 0.17484, 2.89804)  -1.330
C (-4.30090, 2.90669, -2.45060)  -0.512
C (1.14504, -5.18620, 2.61471)  -0.688
C (2.34980, -0.45738, -1.54986)  0.032
C (-3.06934, 3.05105, -3.03018)  -0.385
C (-4.41822, 2.57620, -1.09353)  -0.784
C (0.38312, 2.87303, -2.16451)  -0.512
C (0.48393, -0.60561, 2.93265)  -0.692
C (1.45800, -2.71833, 1.88542)  -1.849
C (-1.31853, -0.33397, 0.56283)  -0.793
C (-2.01983, 2.52460, -0.89548)  1.508
C (-1.90075, 2.86714, -2.26758)  -0.542
C (3.73307, -1.08968, -1.51090)  -1.381
C (0.38367, 2.54878, -0.78253)  0.455
C (-0.66465, -1.66203, 0.95970)  -1.972
C (1.56908, 3.34731, -4.12330)  -0.780
C (1.58710, -0.60153, 0.68338)  -0.364
C (-0.10518, -4.81099, 1.87969)  -0.624
C (-3.29885, 2.38712, -0.32802)  -0.778
C (0.68793, -1.40226, 1.63127)  2.846
C (-0.81778, 1.98435, 1.29495)  0.025
C (-0.81527, 2.34829, -0.16146)  0.481
H (1.85742, -0.64072, -2.50726)  0.394
H (-0.06997, -4.79413, 0.80122)  0.243
H (-1.05340, -5.14189, 2.27556)  0.271
H (-5.19571, 3.05287, -3.03788)  0.386
H (1.31457, 0.09560, 3.03322)  0.309
H (-1.68037, -0.46077, 3.18014)  0.340
H (2.36202, -2.47593, 2.45220)  0.422
H (1.31942, 2.45667, -0.25473)  0.778
H (-3.37903, 2.14863, 0.72291)  0.511
H (1.05847, -5.77154, 3.51708)  0.273
H (1.06116, 2.57410, -4.70413)  0.311
H (1.76597, -3.13423, 0.92351)  0.465
H (-0.79382, 1.03089, 3.57305)  0.662
H (4.20405, -0.89085, -0.55132)  0.311
H (0.22952, -3.42167, 3.56126)  0.449
H (2.42137, 0.61913, -1.37164)  0.151
H (4.34811, -0.66433, -2.29844)  0.448
H (-5.39967, 2.47590, -0.65419)  0.402
H (3.66339, -2.16547, -1.65592)  0.315
H (2.61138, 3.42857, -4.42383)  0.283
H (2.02522, -5.41587, 2.03387)  0.251
H (-0.92697, -0.00072, -0.40109)  0.555
H (-0.53243, -2.27323, 0.06829)  0.416
H (-1.30070, -2.20970, 1.65450)  0.525
H (0.49150, -1.26606, 3.79844)  0.438
H (1.05071, 4.29561, -4.27876)  0.335
H (-2.96033, 3.31319, -4.07090)  0.466
H (-2.40343, -0.47229, 0.45224)  0.461

Summary:
Gap between HOMO and LUMO ... 9.0 eV
Multiplicity ... 1
Molecular weight ... 396.5 g mol⁻¹
LUMO ... 0.379 eV
SMILES string ... CCOC(=O)C1(CC2CC2)CCN(C(=O)c2cc(OC)nc3ccccc23)CC1

=====

Which of them is the most stable, and which is the least stable? b and a, in that order.

=====

a.
Here is 2 unconnected molecules or ions with the total composition C3H8O2S2 from the Open Molecules 2025 dataset. Energies are from the ωB97M-V functional and the def2-TZVPD basis.

Last column: Mulliken charge in e.
CARTESIAN COORDINATES (ANGSTROEM)
S (-1.39356, 1.20090, 0.93192)  -0.055
S (-1.57307, -0.88225, 1.22206)  -0.159
O (2.61386, -0.40260, -1.63208)  -0.520
O (0.08094, -2.07964, -1.50777)  -0.576
C (0.38349, 1.33784, 0.57771)  -1.176
C (0.82047, 1.05373, -0.89423)  -0.109
C (2.13215, 0.24434, -0.74322)  -0.072
H (2.58610, 0.41841, 0.25985)  0.343
H (0.72979, 2.36670, 0.85562)  0.361
H (0.01576, -2.98543, -1.82529)  0.278
H (0.81962, 0.63871, 1.29276)  0.501
H (0.96717, -1.79393, -1.77240)  0.329
H (1.19447, 1.91237, -1.44920)  0.339
H (-0.46054, -1.16699, 0.53063)  0.153
H (0.09130, 0.55642, -1.56033)  0.364

Summary:
Gap between HOMO and LUMO ... 8.6 eV
Multiplicity ... 1
Molecular weight ... 140.2 g mol⁻¹
LUMO ... 0.401 eV
SMILES string ... O=CCCSS.O

=====

b.
Here is 2 unconnected molecules or ions with the total composition C3H8O2S2 from the Open Molecules 2025 dataset. Energies are from the ωB97M-V functional and the def2-TZVPD basis.

Last column: Mulliken charge in e.
CARTESIAN COORDINATES (ANGSTROEM)
S (0.09154, 0.94361, -1.83127)  -0.036
S (0.19436, -0.97437, -0.99536)  -0.067
O (0.11312, 0.95124, 3.80431)  -0.448
O (-0.69137, -0.23445, 1.97532)  -0.352
C (0.14225, 0.02301, 3.03227)  0.228
C (-0.89837, -1.85227, -2.12196)  -0.777
C (0.71484, 1.91479, -0.46215)  -0.834
H (-1.93012, -1.97050, -1.74930)  0.270
H (1.02894, -0.64702, 2.99493)  0.273
H (1.03464, 2.93291, -0.79327)  0.321
H (1.66069, 1.50569, -0.03833)  0.283
H (-0.46813, -2.83502, -2.37984)  0.303
H (-0.10641, -0.61872, 1.24648)  0.241
H (-0.00059, 2.13777, 0.35166)  0.320
H (-0.88539, -1.27667, -3.03351)  0.275

Summary:
Gap between HOMO and LUMO ... 8.7 eV
Multiplicity ... 1
Molecular weight ... 140.2 g mol⁻¹
LUMO ... 0.240 eV
SMILES string ... CSSC.O=CO

=====

Which of them is the most stable, and which is the least stable? b and a, in that order.

=====

a.
Here is 2 unconnected molecules or ions with the total composition C9H15N2 from the Open Molecules 2025 dataset. Energies are from the ωB97M-V functional and the def2-TZVPD basis.

Last column: Mulliken charge in e.
CARTESIAN COORDINATES (ANGSTROEM)
N (1.45493, -1.67244, 0.42433)  -0.370
N (1.11645, -0.49083, -0.18511)  0.387
C (0.82805, -0.85866, -1.54666)  -0.411
C (1.12444, -2.16142, -1.75558)  -0.758
C (-1.18421, 2.87706, -0.63135)  -0.048
C (1.45030, -2.78628, -0.47464)  0.732
C (0.97002, 0.67767, 0.27330)  0.135
C (-2.35239, 1.31829, 0.70594)  -1.143
C (1.28046, 1.01149, 1.63901)  -1.014
C (1.65472, -4.07566, -0.26496)  -0.939
C (-2.48159, 2.23842, -0.48217)  -0.111
H (-1.88909, 0.38268, 0.41969)  0.284
H (-3.37531, 1.21437, 0.93216)  0.379
H (-2.70342, 1.65043, -1.46773)  0.322
H (1.19275, -2.86259, -2.53578)  0.404
H (1.68903, -4.45266, 0.73191)  0.288
H (-1.18116, 3.88884, -0.94428)  0.324
H (1.14848, 0.14677, 2.38921)  0.335
H (-1.99695, 1.79482, 1.57926)  0.403
H (0.63300, 1.85474, 1.88340)  0.253
H (0.23478, -0.07547, -2.02596)  0.325
H (-3.22629, 3.09557, -0.48028)  0.339
H (1.54627, -4.88597, -1.02659)  0.262
H (-0.21326, 2.38186, -0.32945)  0.056
H (1.91140, -1.64360, 1.34534)  0.259
H (2.36858, 1.43256, 1.82698)  0.307

Summary:
Gap between HOMO and LUMO (alpha / beta) ... 4.7 / 4.3 eV
Multiplicity ... 1
Molecular weight ... 151.2 g mol⁻¹
LUMO (alpha / beta) ... -6.398 / -6.714 eV
Net charge ... +1

=====

b.
Here is 2 unconnected molecules or ions with the total composition C9H15N2 from the Open Molecules 2025 dataset. Energies are from the ωB97M-V functional and the def2-TZVPD basis.

Last column: Mulliken charge in e.
CARTESIAN COORDINATES (ANGSTROEM)
N (1.70631, 0.34373, 1.54288)  -0.285
N (2.51251, -0.87455, 1.61878)  -0.301
C (-0.29996, 0.15595, -1.68504)  -0.164
C (-2.24906, 1.71070, -1.67630)  -0.256
C (-0.90033, 1.40181, -1.67943)  -0.151
C (3.90372, -0.62799, 1.93657)  -0.767
C (-0.89943, -1.08912, -1.67949)  -0.218
C (-3.32905, -0.53428, -1.68023)  -0.270
C (0.66569, 0.39542, 2.54870)  -0.769
C (-3.33085, 0.84887, -1.67851)  -0.243
C (-2.24709, -1.39570, -1.67919)  -0.256
H (4.46208, -1.55876, 2.04138)  0.333
H (-0.02981, -0.43363, 2.42069)  0.297
H (-2.49053, 2.76579, -1.67735)  0.351
H (-2.48468, -2.44920, -1.68166)  0.355
H (0.77976, 0.15187, -1.71366)  0.501
H (1.31283, 0.45951, 0.60150)  0.172
H (3.95938, -0.08810, 2.87988)  0.231
H (4.36721, -0.01042, 1.16779)  0.314
H (-0.22626, -1.93416, -1.68226)  0.324
H (1.11922, 0.30297, 3.53376)  0.234
H (-0.22578, 2.24502, -1.68914)  0.335
H (-4.30614, 1.31830, -1.67959)  0.342
H (-4.30084, -1.00523, -1.68433)  0.342
H (2.41153, -1.43691, 0.76480)  0.200
H (0.11956, 1.33813, 2.50947)  0.350

Summary:
Gap between HOMO and LUMO ... 5.1 eV
Multiplicity ... 1
Molecular weight ... 151.2 g mol⁻¹
LUMO ... -5.767 eV
Net charge ... +1

=====

Which of them is the most stable, and which is the least stable? b and a, in that order.

=====

a.
Here is a molecular structure, H20KrO10 from the Open Molecules 2025 dataset. Energies are from the ωB97M-V functional and the def2-TZVPD basis.

Last column: Mulliken charge in e.
CARTESIAN COORDINATES (ANGSTROEM)
Kr (-0.09839, 0.30407, 0.01359)  0.022
O (-1.34109, -1.36955, -3.20308)  -0.658
O (0.34098, -2.75601, -1.48206)  -0.614
O (2.50569, 1.05488, -2.70149)  -0.633
O (-2.13030, 1.38661, -2.91932)  -0.612
O (2.75155, 0.01248, 1.98873)  -0.792
O (2.97237, 2.07465, 0.03035)  -0.689
O (-1.95900, 3.20782, 0.47688)  -0.590
O (-2.40447, 1.48945, 2.84875)  -0.611
O (1.38149, -2.30279, 2.83050)  -0.592
O (-1.38200, -3.17036, 1.25504)  -0.618
H (-0.92451, -3.98310, 1.47044)  0.323
H (2.76045, 1.33547, -1.82251)  0.358
H (-2.78577, 3.51467, 0.84905)  0.289
H (0.63700, -2.23740, 3.42858)  0.321
H (-1.35387, -1.26750, -4.15473)  0.270
H (2.72764, 0.73058, 2.62117)  0.340
H (-2.53498, 1.55444, -3.77038)  0.269
H (1.72354, -1.41054, 2.77464)  0.358
H (-1.69833, 0.85392, 2.73169)  0.282
H (-1.58594, -0.50779, -2.86598)  0.375
H (-2.13695, -3.44991, 0.73722)  0.285
H (1.76331, 1.61559, -2.92665)  0.298
H (3.88402, 1.97457, -0.24370)  0.315
H (3.59850, -0.40862, 2.13564)  0.316
H (-1.75727, 2.40991, 0.96562)  0.329
H (2.75041, 1.23665, 0.43621)  0.373
H (-2.41796, 2.11505, -2.36899)  0.301
H (-0.17980, -2.88763, -0.68979)  0.315
H (-0.25814, -2.32996, -2.09506)  0.373
H (-2.84820, 1.21035, 3.64965)  0.295

Summary:
Gap between HOMO and LUMO ... 10.0 eV
Multiplicity ... 1
Molecular weight ... 263.9 g mol⁻¹
LUMO ... 0.098 eV

=====

b.
Here is a molecular structure, H20KrO10 from the Open Molecules 2025 dataset. Energies are from the ωB97M-V functional and the def2-TZVPD basis.

Last column: Mulliken charge in e.
CARTESIAN COORDINATES (ANGSTROEM)
Kr (-0.41331, 0.05376, 0.39473)  0.017
O (-3.36390, 0.37717, -1.68465)  -0.581
O (1.42183, -3.05979, -1.74448)  -0.645
O (-1.52288, -2.24600, -1.95061)  -0.610
O (-2.13939, 3.13426, 2.42537)  -0.633
O (3.26177, 0.80313, 1.08903)  -0.674
O (2.94053, -0.19743, -1.88503)  -0.665
O (-2.54634, 2.87629, -0.62706)  -0.663
O (-0.12377, 0.01508, -2.90911)  -0.525
O (0.97358, -2.93668, 2.75372)  -0.604
O (1.63998, 1.86359, 3.24234)  -0.628
H (-1.25167, 3.47606, 2.31882)  0.330
H (-0.79195, 0.60991, -3.24964)  0.276
H (2.01976, 1.48733, 2.44834)  0.369
H (-3.43339, 1.27413, -1.35775)  0.320
H (3.71661, 0.14429, 1.61371)  0.317
H (1.53421, -3.32051, -0.83035)  0.338
H (-1.70507, -3.18506, -1.91580)  0.274
H (-2.69837, 3.08287, 0.29512)  0.369
H (1.38389, -2.09592, 2.95618)  0.306
H (-2.06150, 2.05111, -0.61139)  0.241
H (2.35376, 2.36629, 3.63484)  0.299
H (2.36209, 0.54527, -2.05833)  0.303
H (2.34725, -0.92843, -1.71212)  0.348
H (1.15490, -3.48262, 3.51877)  0.299
H (0.52439, -2.73018, -1.79143)  0.322
H (-0.59981, -0.79056, -2.70771)  0.332
H (3.15990, 0.39625, 0.22863)  0.338
H (-3.71007, -0.16430, -0.97528)  0.303
H (-2.38686, -1.83405, -1.95859)  0.228
H (-2.04618, 2.41473, 3.04972)  0.301

Summary:
Gap between HOMO and LUMO ... 11.2 eV
Multiplicity ... 1
Molecular weight ... 263.9 g mol⁻¹
LUMO ... 0.055 eV

=====

Which of them is the most stable, and which is the least stable? b and a, in that order.

=====

a.
Here is 2 unconnected molecules or ions with the total composition C2H3Cl2PS from the Open Molecules 2025 dataset. Energies are from the ωB97M-V functional and the def2-TZVPD basis.

Last column: Mulliken charge in e.
CARTESIAN COORDINATES (ANGSTROEM)
Cl (-2.60265, -1.01792, 1.62282)  -0.159
Cl (-3.90481, -0.83357, -1.22751)  -0.225
S (-3.22381, 1.85309, 0.26055)  -0.251
P (-2.36687, -0.06814, -0.13512)  0.455
C (1.10473, -0.56367, -0.18776)  -0.520
C (1.20218, -1.78248, -0.25444)  -0.225
H (-2.07410, 2.45700, -0.07405)  0.159
H (1.24518, 0.48731, -0.12223)  0.372
H (1.14135, -2.83562, -0.29229)  0.394

Summary:
Gap between HOMO and LUMO ... 10.1 eV
Multiplicity ... 1
Molecular weight ... 161.0 g mol⁻¹
LUMO ... 0.522 eV
SMILES string ... SP(Cl)Cl.C#C

=====

b.
Here is C2H3Cl2PS in the gas phase from the Open Molecules 2025 dataset. Energies are from the ωB97M-V functional and the def2-TZVPD basis.

Last column: Mulliken charge in e.
CARTESIAN COORDINATES (ANGSTROEM)
Cl (2.23488, 1.98933, -2.37881)  -0.174
Cl (-0.06059, 0.33169, -3.65630)  -0.170
S (1.22426, -1.88428, -0.23110)  -0.127
P (0.34188, 1.42802, -2.02576)  0.367
C (-0.34757, -0.94249, -0.17468)  -0.435
C (0.69985, -0.00464, -0.63018)  -0.365
H (-1.06587, -1.28285, -0.90976)  0.283
H (-0.76479, -0.83242, 0.82393)  0.255
H (1.15491, 0.55811, 0.17995)  0.366

Summary:
Gap between HOMO and LUMO ... 8.8 eV
Multiplicity ... 1
Molecular weight ... 161.0 g mol⁻¹
LUMO ... -0.190 eV
SMILES string ... ClP(Cl)[C@H]1CS1

=====

Which of them is the most stable, and which is the least stable? b and a, in that order.